w:
8 unconnected molecules or ions with the total composition C24H48O24, computed with ωB97M-V/def2-TZVPD.

```
! RIJCOSX wB97M-V def2-TZVPD def2/J DEFGRID3
* xyz 0 1
O -0.97 -2.93 3.32
H -0.43 -3.49 -2.84
H -4.10 3.96 -0.86
O -3.35 2.35 0.39
O 2.31 5.69 -2.07
C -1.27 2.19 -2.92
H -2.31 0.76 -5.40
H 0.32 -6.26 2.89
O -0.04 2.36 -2.37
H 3.59 -0.82 2.73
H 1.99 -5.67 2.77
O 3.26 3.84 -1.36
H 1.87 1.60 2.04
O 0.84 -0.61 0.91
H 1.82 1.94 0.31
O 2.06 3.69 -3.20
C -2.03 -1.47 -1.92
O -1.08 1.89 -4.23
H -2.98 0.15 1.38
C -3.46 3.08 -0.80
H -4.82 0.41 -1.98
H -2.13 -1.95 6.80
H 0.07 1.81 -0.34
H 4.19 2.03 -0.59
H -1.24 -3.66 1.35
O 0.01 1.51 1.12
H -0.14 -3.23 -1.11
C 1.32 6.36 -2.91
C 2.82 -0.64 1.98
H 1.14 -1.25 -1.21
H 2.02 -0.08 2.46
O -3.39 -1.07 -1.93
H 2.40 -1.44 -0.08
H 3.88 2.17 -2.37
O -2.06 -2.80 -1.78
H 1.76 6.52 -3.89
H -1.68 -2.18 1.49
C 4.33 -0.38 0.20
O -0.73 -2.03 5.28
O -1.96 -3.92 5.13
O -1.44 -0.25 0.83
H -0.45 -4.76 2.51
C -1.06 -1.87 6.64
H -1.12 -4.57 -1.67
C 1.73 -2.02 -0.71
H -0.70 3.34 -0.60
H -2.50 3.56 -0.98
C -0.88 -3.53 -1.85
H -0.53 -2.58 7.28
C 1.61 -3.92 0.83
C -3.00 0.68 2.33
H 5.58 -0.75 -2.26
H 2.37 -2.62 -1.35
H 1.18 3.16 1.45
C -2.11 1.82 -5.22
H -3.07 2.29 -5.00
H -3.58 2.39 -1.64
H -3.17 0.92 -1.55
H -3.59 0.61 -3.15
C -3.76 0.23 -2.15
H 0.90 7.31 -2.56
H 0.99 3.26 -0.74
C 1.30 2.10 1.25
C 3.52 2.39 -1.37
H 6.61 0.25 -1.22
C 5.64 0.20 -1.71
O -4.05 1.61 2.37
H -1.98 1.03 2.50
O 4.62 0.52 -0.74
H 1.18 -6.59 1.45
C 2.49 4.35 -2.25
H -2.10 -4.56 2.63
C -1.27 -3.03 4.64
H -3.20 -0.11 3.06
O -5.32 3.16 1.29
O 2.80 -4.19 0.64
C -1.79 -1.61 0.57
H 2.53 1.96 -1.22
C -4.29 2.46 1.36
O 0.75 -4.56 1.60
C -0.11 0.17 0.87
H 2.36 -1.58 1.68
C 0.09 2.69 -0.98
C -1.21 -3.98 2.40
O 3.37 0.18 0.97
O 0.99 -2.86 0.19
O -2.40 2.44 -2.42
O 4.80 -1.57 0.29
O -1.11 -0.73 -2.03
H 0.39 5.82 -3.09
H -1.17 -1.96 -0.26
H -0.67 -0.88 6.86
H -1.75 2.28 -6.14
C 1.06 -5.83 2.22
H -2.81 -1.66 0.20
H 5.54 0.95 -2.50
*
```

Values from the calculation:
* Kohn-Sham gap: 10.01 eV
* SMILES string: COC(=O)OC.COC(=O)OC.COC(=O)OC.COC(=O)OC.COC(=O)OC.COC(=O)OC.COC(=O)OC.COC(=O)OC

---

x:
8 unconnected molecules or ions with the total composition C24H48O24, computed with ωB97M-V/def2-TZVPD.

```
! RIJCOSX wB97M-V def2-TZVPD def2/J DEFGRID3
* xyz 0 1
O -3.64 -4.89 -3.20
H 6.47 -2.25 1.16
C -4.93 -4.96 -3.73
C 1.84 5.94 0.49
H -0.37 -2.88 -4.00
H -6.76 7.12 0.41
H -4.97 -4.99 -4.82
H 0.62 -4.16 -3.14
C -2.63 -7.97 3.13
H 2.16 -6.72 0.56
H 0.11 4.00 0.85
H -6.33 1.88 0.01
C -5.31 2.27 0.03
H 3.77 8.80 0.20
C -2.64 -0.28 4.42
H 0.72 0.54 -1.65
C -0.38 0.67 4.59
O 0.04 -2.51 0.75
H 2.80 -6.39 -1.09
H -7.18 6.41 1.97
O -1.46 -4.48 -3.31
H -4.94 2.13 -0.98
H 6.32 8.87 -3.41
H -4.99 -8.72 2.33
H 4.29 7.14 -0.19
H -5.94 7.61 1.76
H -1.09 -3.71 2.06
H 0.17 4.17 -0.92
O 4.53 5.81 -4.92
O 2.20 7.33 0.41
C 1.69 1.71 4.20
C -0.24 -3.94 -3.77
H -2.51 -1.11 5.11
C 4.43 -4.36 -0.29
O -3.27 -7.98 4.17
C -5.84 4.54 0.47
H -4.75 1.60 0.69
H -4.93 -6.99 2.03
O -6.92 4.50 -0.22
H 6.96 -3.44 -0.07
H 7.22 8.80 -4.93
O -5.41 5.61 1.15
O 0.68 0.83 3.78
C -2.65 -4.32 -3.97
O -1.34 -7.79 2.98
O -0.51 0.89 5.80
O 4.69 -4.35 -1.51
C -4.54 -7.95 1.70
O 3.60 -5.10 0.46
O -1.10 -0.91 -0.40
O -5.00 3.57 0.60
C -0.13 4.66 0.01
H 3.41 4.18 -5.10
H 5.95 -1.95 -0.44
O 6.42 6.15 -3.69
C 2.55 -5.96 -0.12
C 3.60 7.74 0.41
H 1.34 2.74 4.33
H -0.05 -4.33 -4.77
H -0.75 -6.54 4.64
H 5.82 9.82 -4.79
H -0.57 -8.36 4.73
O 1.20 -1.03 -0.34
H 5.10 3.83 -4.90
H -3.18 0.44 5.04
H -3.21 -0.79 3.64
O -1.37 0.07 3.89
O 2.55 4.97 0.73
O -3.14 -8.03 1.87
H 1.71 -5.30 -0.33
H -1.57 -3.72 0.35
C -1.20 -3.09 1.16
H -5.49 -5.75 -3.23
C 1.43 0.26 -0.88
H -5.53 -4.06 -3.63
C 5.48 6.55 -4.43
O 5.33 7.81 -4.88
C 6.16 -2.77 0.25
H 2.16 1.42 5.14
H 3.92 7.64 1.44
H 4.17 4.38 -3.46
C -0.03 -1.42 0.00
H 1.34 0.96 -0.04
H 2.36 0.26 -1.44
H 0.55 -7.34 3.82
C -6.35 6.69 1.33
C -0.49 -7.46 4.12
O 5.00 -3.50 0.53
C 6.22 8.85 -4.49
H -4.75 -8.14 0.65
O 0.52 5.89 0.17
H -1.97 -2.35 1.34
O -2.81 -3.84 -5.10
H -1.20 4.70 -0.16
C 4.30 4.47 -4.54
H 2.49 1.70 3.45
*
```

Values from the calculation:
* Kohn-Sham gap: 10.73 eV
* SMILES string: COC(=O)OC.COC(=O)OC.COC(=O)OC.COC(=O)OC.COC(=O)OC.COC(=O)OC.COC(=O)OC.COC(=O)OC

---

Most stable to least stable, the ends of the list are x and w.

---

w:
A molecular structure, C29H26CoN4O7, computed with ωB97M-V/def2-TZVPD.

```
! RIJCOSX wB97M-V def2-TZVPD def2/J DEFGRID3
* xyz 0 2
H -0.37 -6.35 1.84
O 0.36 -4.73 0.77
H -4.30 -1.96 1.92
C -2.00 4.30 -1.59
H 4.20 2.04 2.52
H -3.62 -1.88 0.30
C -0.62 -4.54 -0.15
H -2.70 3.87 -2.32
N 0.56 3.63 0.27
C 3.35 0.22 0.62
H 6.27 -1.30 -0.06
H -1.83 -1.23 -0.02
H 1.36 -5.98 2.00
H -4.69 2.07 1.22
H -1.76 3.26 3.66
C -0.82 4.84 -2.31
H -3.14 -5.98 -1.88
C -1.90 3.31 -0.43
C -2.52 -3.94 -2.08
C -1.74 0.81 0.21
O -1.82 3.62 2.76
C -1.64 -2.96 -1.65
C 0.10 -0.93 -0.14
C 4.37 -1.88 -0.85
C -3.25 3.18 0.16
Co 1.01 1.73 0.13
H 4.16 2.72 0.85
H -1.44 -6.52 -0.19
O -3.70 -0.12 1.43
C -0.70 -3.24 -0.66
C -3.70 2.09 0.78
C 3.00 -1.62 -0.88
C 3.56 2.36 1.69
H 1.11 -2.67 0.14
C 2.49 3.69 -1.08
C 0.52 -6.03 1.31
C -0.88 3.00 2.04
H 2.88 3.13 2.02
H -3.25 -3.70 -2.84
O 3.35 4.54 -1.22
C -1.49 -5.52 -0.59
C -1.03 2.00 -0.31
C 5.21 -1.11 -0.08
H 2.36 -2.19 -1.54
H 5.36 0.60 1.22
H -1.66 -1.97 -2.09
C -3.51 -1.51 1.33
C 0.45 4.85 -1.94
H 0.75 -6.75 0.52
N 1.12 -0.15 -0.10
C 1.03 4.12 -0.82
C 2.47 -0.58 -0.13
N 0.22 -2.30 -0.17
C 4.70 -0.04 0.66
C -2.95 0.86 0.81
O -0.11 2.21 2.52
H 4.77 -2.69 -1.45
H -1.07 5.32 -3.26
H -2.51 5.17 -1.18
C -2.45 -5.21 -1.55
H -2.54 -1.83 1.74
H -3.89 4.05 0.08
C -0.80 3.33 0.58
O 2.73 1.26 1.27
O 2.57 2.42 -1.16
H 1.19 5.31 -2.58
N -1.18 -0.48 -0.06
*
```

Values from the calculation:
* expectation value of S²: 0.848
* Kohn-Sham gap (alpha / beta): 7.20 / 7.38 eV

---

x:
A molecular structure, C29H26CoN4O7, computed with ωB97M-V/def2-TZVPD.

```
! RIJCOSX wB97M-V def2-TZVPD def2/J DEFGRID3
* xyz 0 2
H 1.65 -4.69 -1.84
H 2.12 1.71 4.93
H 0.64 3.60 -0.72
H 3.44 1.00 -0.47
C 0.38 -0.42 2.95
H 1.59 -0.19 -5.19
O -0.19 -0.50 -4.27
N 1.73 -0.98 -0.27
C 4.50 0.47 -2.27
H 1.11 -3.45 -0.69
C 3.55 0.28 -1.28
C 3.73 -1.53 -3.36
C -3.01 -0.35 5.10
C 1.65 1.30 4.04
C 0.41 -0.61 -0.41
H 2.85 -3.78 -0.89
H -0.13 -1.37 2.98
C 0.27 3.04 0.13
C -2.66 2.32 2.36
H -3.10 -2.48 4.69
H 0.51 1.23 -5.20
C -2.77 -2.34 1.88
C 0.99 0.09 4.09
H -3.87 1.87 -1.42
O -2.63 3.37 2.98
C -2.89 0.91 4.54
H -2.16 0.97 -5.25
C 0.42 0.28 1.75
O -2.68 -2.07 0.71
C -2.17 0.57 -1.36
H 2.27 2.93 2.77
C -1.19 0.13 -3.54
H 1.36 0.77 -3.70
C -2.98 -1.48 4.29
C -3.12 1.36 -2.01
O 1.32 2.12 0.50
C 1.73 1.99 2.84
H -0.64 2.50 -0.14
C 4.58 -0.44 -3.32
Co -2.29 0.25 0.51
H -3.13 -0.45 6.17
O 1.95 -2.80 -2.49
N -0.13 -0.80 -1.62
H 0.94 -0.47 5.02
C -2.73 1.01 3.16
H -2.83 -4.19 1.58
H 2.09 -0.79 0.66
H 5.31 -0.29 -4.11
H -2.91 1.82 5.12
C 2.69 -0.81 -1.31
H 3.78 -2.25 -4.17
H 0.42 -1.30 -2.31
H 5.16 1.33 -2.23
H 0.05 3.71 0.96
C 1.13 1.49 1.70
N -0.29 -0.17 0.60
C -1.20 -0.03 -2.16
C -2.81 -1.29 2.94
C -2.17 0.88 -4.17
C 0.87 0.39 -4.60
H -3.90 2.10 -3.87
C 2.80 -1.73 -2.36
O -2.84 -3.59 2.35
C 1.89 -3.73 -1.41
C -3.14 1.50 -3.39
N -2.67 -0.07 2.41
O -2.66 2.12 1.09
*
```

Values from the calculation:
* expectation value of S²: 0.768
* Kohn-Sham gap (alpha / beta): 7.14 / 7.03 eV

---

Most stable to least stable, the ends of the list are x and w.

---

w:
2 unconnected molecules or ions with the total composition C3H6O2, computed with ωB97M-V/def2-TZVPD.

```
! RIJCOSX wB97M-V def2-TZVPD def2/J DEFGRID3
* xyz 0 1
H 2.39 -0.18 2.13
H -2.67 -1.46 -0.23
O -3.22 -1.17 -2.10
C 2.25 0.63 1.42
H -3.19 0.30 -0.74
H 0.42 -0.61 -0.76
C -3.03 -0.75 -1.00
C 1.53 0.63 0.30
O 1.34 -0.43 -0.53
H 1.21 1.60 -0.07
H 2.95 1.44 1.58
*
```

Values from the calculation:
* Kohn-Sham gap: 9.47 eV
* SMILES string: C=CO.C=O

---

x:
C3H6O2 in the gas phase, computed with ωB97M-V/def2-TZVPD.

```
! RIJCOSX wB97M-V def2-TZVPD def2/J DEFGRID3
* xyz 0 1
C 0.52 0.39 -0.48
O 0.75 1.38 0.49
H 0.67 -1.28 1.02
C 0.43 -1.02 -0.02
H -1.45 -0.62 -1.17
O -1.66 0.35 0.63
H 0.77 -1.76 -0.74
H 1.15 0.94 1.25
C -0.86 -0.21 -0.35
H 0.97 0.61 -1.44
H -1.26 1.22 0.82
*
```

Values from the calculation:
* Kohn-Sham gap: 10.29 eV
* SMILES string: O[C@@H]1C[C@@H]1O

---

y:
C3H6O2 in the gas phase, computed with ωB97M-V/def2-TZVPD.

```
! RIJCOSX wB97M-V def2-TZVPD def2/J DEFGRID3
* xyz 0 1
C -0.79 0.50 0.31
H 1.37 -0.84 1.81
C 1.45 -0.79 0.72
H 2.48 -0.82 0.35
O -1.12 1.12 -1.32
H -1.70 0.47 -1.76
H -0.11 0.69 -1.39
O 0.51 -1.59 0.02
C 0.42 -0.17 -0.09
H -0.72 1.47 0.81
H -1.71 -0.04 0.50
*
```

Values from the calculation:
* Kohn-Sham gap: 8.72 eV

---

Most stable to least stable, the ends of the list are x and y.

---

w:
A molecular structure, C3H6O2, computed with ωB97M-V/def2-TZVPD.

```
! RIJCOSX wB97M-V def2-TZVPD def2/J DEFGRID3
* xyz 0 1
O -1.00 -1.28 -0.74
H 0.63 2.32 1.17
C 1.32 -1.06 -0.13
H -0.85 -1.75 1.35
H 0.02 0.73 -0.61
C -1.04 -0.90 0.69
H -1.84 -0.16 0.84
C -0.01 -0.40 -0.20
H 1.38 -2.08 -0.47
H 0.00 2.83 1.36
O 2.30 -0.42 0.08
*
```

Values from the calculation:
* Kohn-Sham gap: 10.93 eV

---

x:
A molecular structure, C3H6O2, computed with ωB97M-V/def2-TZVPD.

```
! RIJCOSX wB97M-V def2-TZVPD def2/J DEFGRID3
* xyz 0 1
C -0.83 0.35 -0.46
H -2.73 0.50 -0.01
H 1.33 -1.52 -0.60
H -0.61 0.03 -1.45
H 2.18 -1.05 0.92
H -0.93 1.41 -0.49
O -2.03 -0.27 -0.01
C 1.49 -0.87 0.20
H 0.16 0.69 1.65
O 1.56 0.54 -0.15
C 0.39 0.19 0.39
*
```

Values from the calculation:
* Kohn-Sham gap: 10.92 eV

---

Most stable to least stable, the ends of the list are x and w.

---

w:
2 unconnected molecules or ions with the total composition C3H6O2, computed with ωB97M-V/def2-TZVPD.

```
! RIJCOSX wB97M-V def2-TZVPD def2/J DEFGRID3
* xyz 0 1
C 1.49 -0.30 -0.92
O -0.39 0.30 -0.02
H 1.15 -1.19 1.06
H 1.45 -0.57 -2.00
H -2.30 0.26 1.03
H 0.80 -2.32 -0.35
C 0.88 -1.27 0.02
C -1.53 0.91 0.61
H -2.02 1.52 -0.18
H -1.20 1.62 1.39
O 1.83 0.79 -0.53
*
```

Values from the calculation:
* Kohn-Sham gap (alpha / beta): 8.33 / 8.34 eV

---

x:
C3H6O2 in the gas phase, computed with ωB97M-V/def2-TZVPD.

```
! RIJCOSX wB97M-V def2-TZVPD def2/J DEFGRID3
* xyz 0 1
C 0.05 1.03 -0.30
H -1.18 -0.69 -0.75
O 0.68 1.10 -1.54
H 0.55 1.77 -2.12
C -0.36 -0.45 -0.03
H 0.43 -2.36 0.72
H 0.87 1.26 0.58
O -0.83 -0.66 1.19
H 1.31 -1.02 1.06
H -0.97 1.42 -0.31
C 0.34 -1.23 0.94
*
```

Values from the calculation:
* Kohn-Sham gap: 10.79 eV
* SMILES string: OC[C@H]1CO1

---

Most stable to least stable, the ends of the list are x and w.

---

w:
A molecular structure, C3H6O2, computed with ωB97M-V/def2-TZVPD.

```
! RIJCOSX wB97M-V def2-TZVPD def2/J DEFGRID3
* xyz 0 1
C -0.98 -0.45 -0.32
H -1.41 -0.57 -1.32
H 1.49 1.08 0.70
O 0.46 1.43 0.68
H 0.49 -1.24 1.07
H 0.73 -1.72 -0.67
H -0.98 0.92 0.96
O -1.68 0.29 0.53
H 0.79 0.79 -1.34
C 0.33 -0.98 0.03
C 0.74 0.44 -0.32
*
```

Values from the calculation:
* Kohn-Sham gap: 8.79 eV

---

x:
A molecular structure, C3H6O2, computed with ωB97M-V/def2-TZVPD.

```
! RIJCOSX wB97M-V def2-TZVPD def2/J DEFGRID3
* xyz 0 1
C 1.26 0.63 0.43
C -1.05 0.03 -0.27
H 1.14 0.71 1.86
H 0.67 1.99 -0.09
C 0.39 -0.42 -0.03
H -1.49 0.90 0.53
O 0.65 -1.55 -0.24
H -1.19 -1.87 -0.44
H 2.49 0.22 0.00
O -1.84 -1.19 -0.37
H -1.02 0.55 -1.37
*
```

Values from the calculation:
* Kohn-Sham gap: 10.40 eV

---

y:
C3H6O2 in the gas phase, computed with ωB97M-V/def2-TZVPD.

```
! RIJCOSX wB97M-V def2-TZVPD def2/J DEFGRID3
* xyz 0 1
H -0.49 -1.65 -1.65
H 1.22 -1.55 -1.87
C -0.39 0.14 0.41
O -0.97 -0.81 0.82
H 0.68 1.51 1.90
O 0.36 0.11 -0.78
H 0.15 2.19 0.05
C 0.45 -1.29 -1.12
C -0.22 1.48 1.04
H -1.32 1.82 1.46
H 0.54 -1.95 -0.26
*
```

Values from the calculation:
* Kohn-Sham gap: 11.57 eV
* SMILES string: COC(C)=O

---

Most stable to least stable, the ends of the list are y and x.